Record 1
A molecular structure, C20H43N2OP3Sc. Source: the Open Molecules 2025 dataset; level of theory: ωB97M-V/def2-TZVPD.

The geometry in XYZ format:
```
70
C20H43N2OP3Sc (ωB97M-V/def2-TZVPD)
Sc 0.45 -0.03 0.52
P -2.15 0.81 0.74
P -0.35 -1.78 2.38
P 1.29 1.89 -1.04
H 1.04 -2.70 -0.23
C 1.55 -1.78 -0.54
C 2.58 -1.23 0.23
H 2.90 -1.65 1.20
C -2.81 -0.41 -0.48
C -3.43 0.65 2.02
C -2.59 2.36 -0.11
C 1.03 -2.79 3.03
C -1.06 -1.20 3.98
C -1.55 -3.11 1.95
C 3.03 1.84 -1.62
C 0.97 3.68 -0.88
C 0.50 1.60 -2.66
H 1.42 -1.51 -1.60
H 3.32 -0.52 -0.17
H -3.83 -0.12 -0.78
H -2.81 -1.43 -0.08
H -2.16 -0.33 -1.36
H -4.36 1.05 1.60
H -3.15 1.22 2.90
H -3.58 -0.41 2.28
H -3.69 2.45 -0.10
H -2.24 2.36 -1.15
H -2.17 3.22 0.43
H 0.62 -3.70 3.47
H 1.60 -2.23 3.79
H 1.72 -3.06 2.22
H -1.38 -2.05 4.58
H -1.91 -0.53 3.82
H -0.29 -0.64 4.52
H -1.63 -3.85 2.75
H -1.20 -3.61 1.04
H -2.53 -2.66 1.75
H 3.06 2.27 -2.63
H 3.37 0.79 -1.67
H 3.67 2.41 -0.94
H 1.17 4.20 -1.83
H 1.62 4.09 -0.09
H -0.08 3.84 -0.60
H 1.00 2.15 -3.48
H -0.56 1.87 -2.63
H 0.57 0.53 -2.86
C -1.20 -0.88 -4.59
C -2.34 -1.49 -5.15
C -2.19 -2.11 -6.41
C -0.95 -2.11 -7.09
C 0.14 -1.46 -6.51
C 0.01 -0.80 -5.28
O -1.22 -0.36 -3.32
H -1.87 -0.78 -2.73
H -3.29 -1.44 -4.61
H -3.05 -2.60 -6.87
H -0.84 -2.61 -8.06
H 1.11 -1.44 -7.02
H 0.82 -0.24 -4.83
C 3.68 2.10 4.33
N 2.34 1.48 4.36
C 1.80 1.08 5.67
C 1.78 1.10 3.27
N 1.25 0.92 2.22
H 4.00 2.22 5.37
H 3.63 3.08 3.83
H 4.38 1.46 3.77
H 0.80 1.51 5.83
H 1.71 -0.02 5.74
H 2.49 1.44 6.44
```

Calculated values
DFT total energy: -2756.428148 a.u.
ΔE to the lowest compared entry with this formula, charge and spin: 0.166 eV
charge: +3
E_LUMO: -11.1767 eV

=====

Record 2
3 unconnected molecules or ions with the total composition C20H44BrFO8Si. Source: the Open Molecules 2025 dataset; level of theory: ωB97M-V/def2-TZVPD.

The geometry in XYZ format:
```
75
C20H44BrFO8Si (ωB97M-V/def2-TZVPD)
C 2.93 -5.24 0.70
C 1.47 -4.95 0.41
Br 0.55 -6.61 -0.04
C 1.30 -3.89 -0.70
Si 0.81 -2.19 -0.03
C 1.91 -0.84 -0.77
C 2.87 -0.20 0.24
O 4.15 0.07 -0.38
C 5.09 -0.85 -0.10
O 5.80 -1.34 -0.93
C -1.05 -1.88 -0.34
C -1.88 -1.61 0.90
F -1.19 -0.78 -1.23
H 3.41 -4.31 1.04
H 3.05 -5.99 1.48
H 3.45 -5.55 -0.21
H 0.99 -4.62 1.33
H 2.24 -3.80 -1.25
H 0.55 -4.23 -1.43
H 1.03 -2.23 1.45
H 1.28 -0.07 -1.23
H 2.49 -1.30 -1.57
H 3.03 -0.85 1.11
H 2.47 0.75 0.60
H 5.20 -1.09 0.97
H -1.46 -2.75 -0.87
H -2.95 -1.74 0.69
H -1.72 -0.59 1.25
H -1.60 -2.32 1.69
C -5.82 0.12 0.80
O -5.85 -0.04 2.20
C -6.59 0.98 2.85
C -7.03 0.52 4.22
O -8.15 -0.35 4.21
C -7.90 -1.71 3.89
C -7.29 -2.51 5.02
O -5.90 -2.27 5.12
C -5.38 -2.67 6.37
H -5.35 1.07 0.51
H -5.24 -0.70 0.39
H -6.83 0.09 0.38
H -7.48 1.24 2.26
H -5.97 1.87 2.96
H -7.37 1.41 4.77
H -6.19 0.09 4.77
H -7.28 -1.80 2.99
H -8.88 -2.13 3.67
H -7.47 -3.58 4.83
H -7.80 -2.24 5.95
H -5.85 -2.11 7.19
H -4.32 -2.45 6.36
H -5.53 -3.74 6.54
C 4.48 5.45 -6.92
O 4.83 5.15 -5.59
C 4.10 5.93 -4.65
C 4.09 5.26 -3.29
O 3.17 4.19 -3.18
C 3.57 2.94 -3.74
C 4.55 2.18 -2.88
O 5.87 2.67 -3.06
C 6.72 2.28 -2.01
H 4.68 6.50 -7.17
H 5.08 4.81 -7.57
H 3.41 5.25 -7.11
H 3.07 6.06 -4.99
H 4.57 6.92 -4.56
H 3.75 6.01 -2.57
H 5.10 4.95 -3.01
H 3.96 3.06 -4.75
H 2.65 2.36 -3.79
H 4.53 1.12 -3.16
H 4.25 2.26 -1.83
H 6.37 2.67 -1.04
H 7.70 2.71 -2.21
H 6.81 1.19 -1.95
```

Calculated values
DFT total energy: -4353.604038 a.u.
ΔE to the lowest compared entry with this formula, charge and spin: 0.000 eV
E_LUMO: 0.5904 eV
SMILES: C[C@H](Br)C[Si@@H](CCOC=O)[C@@H](C)F.COCCOCCOC.COCCOCCOC

=====

Record 3
8 unconnected molecules or ions with the total composition C20H44Cl8N4O4. Source: the Open Molecules 2025 dataset; level of theory: ωB97M-V/def2-TZVPD.

The geometry in XYZ format:
```
80
C20H44Cl8N4O4 (ωB97M-V/def2-TZVPD)
C -2.75 -5.59 1.72
C -3.65 -4.95 0.73
O -4.83 -5.15 0.67
N -3.07 -4.01 -0.01
C -3.72 -3.17 -0.96
H -3.14 -6.57 1.95
H -2.76 -5.11 2.70
H -1.66 -5.61 1.60
H -2.07 -3.86 0.02
H -4.11 -2.32 -0.40
H -4.52 -3.64 -1.53
H -3.01 -2.76 -1.67
C -1.68 6.75 2.16
C -2.67 5.66 1.98
O -2.27 4.52 1.81
N -3.95 5.99 2.13
C -4.91 4.94 2.09
H -2.08 7.70 1.81
H -0.96 6.36 1.45
H -1.17 6.83 3.12
H -4.19 6.93 1.82
H -4.56 4.24 2.85
H -4.88 4.30 1.20
H -5.90 5.35 2.28
C 5.12 4.34 3.22
C 4.35 5.15 4.22
O 3.81 6.23 3.99
N 4.22 4.51 5.42
C 3.38 5.04 6.53
H 4.45 4.20 2.38
H 5.51 3.39 3.57
H 5.96 4.95 2.89
H 4.64 3.60 5.57
H 3.84 5.01 7.51
H 2.50 4.38 6.52
H 3.12 6.09 6.46
C 1.44 0.30 -0.83
C 0.84 -0.53 0.30
O 1.09 -1.74 0.45
N 0.14 0.20 1.17
C -0.35 -0.34 2.45
H 2.45 -0.08 -0.92
H 1.39 1.37 -0.62
H 0.89 0.24 -1.77
H -0.14 1.12 0.87
H -0.82 -1.30 2.22
H -1.09 0.33 2.88
H 0.44 -0.46 3.19
Cl 2.65 -5.86 -4.59
C 2.32 -5.67 -2.81
C 1.52 -6.84 -2.34
Cl -0.09 -7.03 -3.05
H 1.63 -4.84 -2.66
H 3.21 -5.47 -2.22
H 1.48 -6.70 -1.26
H 2.01 -7.81 -2.43
Cl 4.88 -6.32 4.86
C 4.46 -4.72 4.18
C 5.70 -4.21 3.48
Cl 6.26 -5.30 2.28
H 4.08 -4.11 5.00
H 3.62 -4.81 3.49
H 6.53 -4.10 4.17
H 5.58 -3.18 3.13
Cl -2.06 4.59 -4.72
C -3.75 4.19 -4.21
C -3.91 2.66 -3.81
Cl -5.61 2.27 -3.59
H -4.47 4.59 -4.92
H -3.95 4.77 -3.31
H -3.25 2.50 -2.96
H -3.62 2.03 -4.65
Cl -2.26 -1.00 -9.80
C -0.60 -1.45 -10.00
C -0.15 -2.08 -8.69
Cl -0.30 -0.84 -7.43
H -0.04 -0.58 -10.34
H -0.57 -2.18 -10.81
H 0.87 -2.47 -8.76
H -0.83 -2.88 -8.41
```

Calculated values
DFT total energy: -4989.970887 a.u.
ΔE to the lowest compared entry with this formula, charge and spin: 0.866 eV
E_LUMO: 0.0248 eV
SMILES: CNC(C)=O.CNC(C)=O.CNC(C)=O.CNC(C)=O.ClCCCl.ClCCCl.ClCCCl.ClCCCl

=====

Record 4
A molecular structure, C20H44ClN3P2Y. Source: the Open Molecules 2025 dataset; level of theory: ωB97M-V/def2-TZVPD.

The geometry in XYZ format:
```
71
C20H44ClN3P2Y (ωB97M-V/def2-TZVPD)
Y -0.04 -0.55 0.07
Cl 0.23 0.37 -2.36
P -0.49 -3.23 -0.51
C 0.57 -3.95 -1.86
C -0.17 -4.18 1.07
C -2.22 -3.34 -1.14
C 1.89 -3.16 -2.02
H -0.03 -3.78 -2.77
C 0.81 -5.45 -1.70
H 1.31 -5.70 -0.75
H 1.44 -5.81 -2.53
H -0.14 -6.01 -1.74
H 1.70 -2.11 -2.28
H 2.48 -3.59 -2.84
H 2.51 -3.17 -1.12
H -2.13 -2.85 -2.12
C -3.22 -2.50 -0.31
C -2.65 -4.78 -1.38
H -2.16 -5.19 -2.27
H -3.73 -4.81 -1.56
H -2.43 -5.45 -0.53
H -2.79 -1.61 0.20
H -3.74 -3.11 0.45
H -3.99 -2.11 -1.01
C 1.25 -3.84 1.54
H -0.25 -5.25 0.81
C -1.19 -3.83 2.16
H 2.01 -4.16 0.81
H 1.47 -4.37 2.48
H 1.38 -2.76 1.73
H -1.13 -2.77 2.48
H -0.99 -4.45 3.05
H -2.23 -4.04 1.84
H 1.90 -0.55 -0.08
H -1.49 0.78 0.23
P 0.44 3.33 -0.47
C -0.75 4.08 -1.65
C 0.29 4.09 1.19
C 2.09 3.37 -1.25
C -2.05 3.25 -1.70
H -0.23 3.97 -2.62
C -1.00 5.57 -1.43
H -1.40 5.79 -0.42
H -1.72 5.93 -2.18
H -0.08 6.16 -1.52
H -1.82 2.22 -1.99
H -2.72 3.70 -2.44
H -2.56 3.22 -0.73
H 1.86 2.93 -2.23
C 3.11 2.44 -0.56
C 2.61 4.79 -1.47
H 2.07 5.30 -2.27
H 3.68 4.75 -1.74
H 2.50 5.42 -0.58
H 2.66 1.80 0.21
H 3.93 3.03 -0.11
H 3.51 1.75 -1.31
C -1.10 3.74 1.76
H 0.37 5.18 1.02
C 1.39 3.62 2.14
H -1.93 4.15 1.17
H -1.18 4.11 2.80
H -1.25 2.64 1.81
H 1.37 2.53 2.29
H 1.24 4.07 3.13
H 2.39 3.88 1.78
N 0.16 -0.36 2.38
C 0.16 -0.30 3.57
N 0.17 -0.44 4.82
C 0.06 0.44 5.80
N -0.02 1.14 6.74
```

Calculated values
DFT total energy: -2133.991614 a.u.
ΔE to the lowest compared entry with this formula, charge and spin: 0.354 eV
charge: -1
E_LUMO: 2.3306 eV

=====

Record 5
3 unconnected molecules or ions with the total composition C20H44F2N. Source: the Open Molecules 2025 dataset; level of theory: ωB97M-V/def2-TZVPD.

The geometry in XYZ format:
```
67
C20H44F2N (ωB97M-V/def2-TZVPD)
C 3.37 -2.12 -1.97
C 1.92 -2.59 -2.08
N 1.18 -2.16 -3.34
F 2.11 -2.15 -4.38
C 0.17 -3.19 -3.76
C -0.66 -2.48 -4.80
C -0.86 -1.11 -4.16
C 0.46 -0.79 -3.44
C 0.23 -0.06 -2.13
C 1.40 0.55 -1.41
F -0.44 -0.97 -1.29
H 3.72 -1.61 -2.86
H 4.01 -2.99 -1.82
H 3.51 -1.47 -1.11
H 1.86 -3.68 -2.12
H 1.30 -2.25 -1.26
H -0.40 -3.41 -2.86
H 0.74 -4.06 -4.09
H -1.61 -2.99 -4.96
H -0.14 -2.43 -5.76
H -1.65 -1.16 -3.42
H -1.10 -0.32 -4.87
H 1.12 -0.19 -4.08
H -0.48 0.74 -2.38
H 1.80 1.37 -2.03
H 2.21 -0.13 -1.19
H 1.05 0.99 -0.48
C -2.55 5.03 -2.04
C -1.34 4.93 -1.13
C -0.85 3.49 -0.92
C -1.87 2.55 -0.27
C -2.38 3.00 1.09
C -1.28 3.14 2.14
H -3.41 4.50 -1.63
H -2.85 6.07 -2.19
H -2.34 4.61 -3.03
H -1.57 5.38 -0.16
H -0.52 5.51 -1.54
H 0.06 3.51 -0.32
H -0.56 3.08 -1.89
H -1.41 1.56 -0.16
H -2.72 2.41 -0.94
H -3.12 2.28 1.44
H -2.91 3.95 0.99
H -0.75 2.20 2.28
H -1.69 3.43 3.11
H -0.55 3.90 1.86
C 1.19 -1.83 1.76
C -0.05 -2.02 2.61
C -0.27 -0.89 3.63
C 0.86 -0.72 4.65
C 1.17 -1.97 5.47
C -0.01 -2.46 6.31
H 2.11 -1.82 2.36
H 1.29 -2.64 1.03
H 1.15 -0.88 1.22
H 0.00 -2.98 3.13
H -0.93 -2.07 1.96
H -1.21 -1.06 4.14
H -0.39 0.05 3.08
H 0.58 0.09 5.33
H 1.77 -0.39 4.14
H 2.01 -1.75 6.14
H 1.51 -2.78 4.82
H -0.36 -1.68 6.99
H 0.26 -3.33 6.90
H -0.86 -2.75 5.68
```

Calculated values
DFT total energy: -1042.624310 a.u.
charge: +1
E_LUMO: -2.4485 eV

=====

Record 6
A molecular structure, C20H44MgN5OS2Si. Source: the Open Molecules 2025 dataset; level of theory: ωB97M-V/def2-TZVPD.

The geometry in XYZ format:
```
74
C20H44MgN5OS2Si (ωB97M-V/def2-TZVPD)
Mg 0.15 -0.79 -0.18
C -2.07 1.20 4.60
C -2.14 -0.33 4.67
C -1.07 -0.90 3.81
N -1.12 -1.05 2.54
N 0.01 -1.50 1.99
C 0.97 -1.70 2.85
N 2.18 -2.17 2.50
S 0.50 -1.33 4.49
H -2.84 1.64 5.23
H -2.21 1.54 3.58
H -1.10 1.54 4.96
H -3.12 -0.67 4.32
H -1.99 -0.67 5.70
H 2.39 -2.08 1.51
H 2.93 -2.10 3.16
C 0.30 2.36 1.25
Si 0.08 1.63 -0.51
C 1.62 2.27 -1.53
C 1.72 1.54 -2.87
C 2.88 1.95 -0.72
C 1.59 3.77 -1.78
C -1.68 2.17 -1.13
C -1.98 1.52 -2.47
C -2.70 1.67 -0.11
C -1.86 3.69 -1.25
H 0.34 3.44 1.28
H 1.22 1.98 1.70
H -0.52 2.04 1.90
H 1.68 0.46 -2.73
H 2.65 1.78 -3.37
H 0.91 1.82 -3.54
H 2.88 0.92 -0.37
H 2.95 2.61 0.14
H 3.77 2.11 -1.33
H 0.84 4.03 -2.52
H 2.56 4.11 -2.15
H 1.38 4.32 -0.86
H -1.87 0.43 -2.41
H -1.29 1.88 -3.24
H -2.99 1.75 -2.81
H -2.55 0.62 0.12
H -3.72 1.81 -0.49
H -2.62 2.24 0.82
H -1.29 4.09 -2.08
H -1.56 4.20 -0.34
H -2.91 3.93 -1.43
C 5.16 -2.78 -0.01
C 4.78 -1.69 -0.99
S 3.02 -1.70 -1.54
O 2.22 -1.56 -0.27
C 2.84 -3.48 -2.02
C 2.19 -4.31 -0.93
H 6.14 -2.58 0.41
H 5.19 -3.76 -0.48
H 4.44 -2.81 0.81
H 5.37 -1.75 -1.91
H 4.91 -0.70 -0.56
H 3.82 -3.85 -2.30
H 2.21 -3.46 -2.91
H 2.85 -4.47 -0.09
H 1.90 -5.28 -1.34
H 1.29 -3.82 -0.56
C -4.89 -1.43 0.69
N -4.23 -1.61 -0.58
C -4.98 -1.26 -1.77
C -2.95 -1.79 -0.65
N -1.82 -1.99 -0.73
H -5.83 -1.99 0.69
H -5.11 -0.38 0.88
H -4.26 -1.82 1.49
H -5.93 -1.80 -1.77
H -4.42 -1.53 -2.66
H -5.20 -0.18 -1.79
```

Calculated values
DFT total energy: -2423.289378 a.u.
charge: +1
E_LUMO: -1.9798 eV

=====

Number 1: frontier orbital gap 3.710 eV, highest occupied orbital energy -14.8866 eV. Number 2: frontier orbital gap 9.699 eV, highest occupied orbital energy -9.1082 eV. Number 3: frontier orbital gap 9.416 eV, highest occupied orbital energy -9.3917 eV. Number 4: frontier orbital gap 6.003 eV, highest occupied orbital energy -3.6727 eV. Number 5: frontier orbital gap 10.441 eV, highest occupied orbital energy -12.8890 eV. Number 6: frontier orbital gap 7.871 eV, highest occupied orbital energy -9.8510 eV.